[1]
Formula: C59H43FI2MoN5O6S2
Source: OMol25
Level of theory: ωB97M-V/def2-TZVPD

Calculated values
2S+1: 3
E_tot: -4559.31003 a.u.
<S²>: 2.024
ΔE to the lowest compared entry with this formula, charge and spin: 0.00 kJ/mol
orbital gap (alpha / beta): 5.05 / 5.12 eV
molar mass: 1350.9 g mol⁻¹
charge: -1

Positions of all 119 atoms, in Å:
Mo: 0.4887 -0.7321 -0.0455
C: -8.6823 3.1137 1.3905
O: -8.3224 1.7532 1.3906
C: -6.9907 1.4744 1.2151
C: -6.0108 2.4526 1.0365
C: -4.6786 2.0507 0.8878
C: -4.3007 0.7019 0.9010
C: -5.3051 -0.2428 1.0960
C: -6.6359 0.1314 1.2416
C: -2.8430 0.4148 0.6748
C: -2.3250 0.7267 -0.5626
C: -3.0737 1.2164 -1.6457
C: -2.2068 1.6517 -2.5768
C: -0.9036 1.3636 -2.0765
N: -0.9656 0.7383 -0.8824
C: 0.2891 1.7250 -2.7304
C: 1.5521 1.4537 -2.2817
C: 2.7940 1.8871 -2.8799
C: 3.7938 1.4841 -2.0783
C: 3.1968 0.7535 -0.9899
C: 3.8868 0.1582 0.0572
C: 5.3711 0.3429 0.0651
C: 5.8489 1.4390 0.7770
C: 7.2105 1.7419 0.8358
C: 8.1037 0.8893 0.2129
O: 9.4644 1.0865 0.2020
C: 9.9477 2.2345 0.8972
C: 7.6631 -0.2320 -0.4746
C: 6.2988 -0.4744 -0.5776
C: 3.3443 -0.4603 1.1837
N: 2.0342 -0.4686 1.5179
C: 1.9642 -0.9780 2.7911
C: 0.7898 -1.0304 3.5495
C: 0.9375 -1.4318 4.9769
C: 0.7340 -0.4795 5.9589
C: 1.0122 -0.7310 7.3026
C: 1.5388 -1.9813 7.6445
O: 1.8962 -2.2966 8.9319
C: 1.6879 -1.2754 9.8793
C: 1.7472 -2.9574 6.6769
C: 1.4149 -2.6944 5.3670
C: -0.4544 -0.6319 3.0798
C: -1.6522 -0.7126 3.8461
C: -2.6704 -0.3183 3.0423
C: -2.0987 0.0184 1.7843
N: -0.7265 -0.1763 1.8068
C: 3.2594 -1.3493 3.2212
C: 4.1211 -1.0212 2.2372
N: 1.8233 0.7390 -1.1432
C: 0.1023 2.5051 -3.9980
C: -0.2873 1.8662 -5.1817
C: -0.6039 2.6004 -6.3052
C: -0.5071 3.9847 -6.2549
O: -0.9039 4.6507 -7.3953
C: -0.9097 6.0666 -7.2794
C: -0.0486 4.6388 -5.1229
C: 0.2531 3.8706 -4.0035
H: -8.4737 3.5870 0.4312
H: -9.7466 3.1589 1.5774
H: -8.1654 3.6518 2.1767
H: -6.2756 3.4963 0.9914
H: -3.9434 2.8416 0.7847
H: -5.0694 -1.2950 1.0674
H: -7.4069 -0.6196 1.3867
H: -4.1338 1.2168 -1.7205
H: -2.4260 2.1170 -3.5240
H: 2.8633 2.4274 -3.8047
H: 4.8459 1.6694 -2.2129
H: 5.1615 2.0867 1.2904
H: 7.5502 2.6410 1.3360
H: 9.6350 2.2053 1.9395
H: 9.6055 3.1734 0.4453
H: 11.0401 2.2002 0.8415
H: 8.4064 -0.9003 -0.9136
H: 5.9500 -1.3177 -1.1582
H: 0.3625 0.5071 5.6680
H: 0.8462 0.0429 8.0273
H: 2.2943 -0.4160 9.6285
H: 1.9836 -1.7015 10.8413
H: 0.6418 -0.9513 9.9313
H: 2.1376 -3.9294 6.9709
H: 1.5500 -3.4580 4.6022
H: -1.7449 -1.0846 4.8526
H: -3.7134 -0.2896 3.2777
H: 3.4941 -1.8226 4.1578
H: 5.1925 -1.1561 2.2312
H: -0.3897 0.7848 -5.2156
H: -0.9105 2.1025 -7.2205
H: -1.5994 6.3885 -6.4990
H: -1.2218 6.4831 -8.2428
H: 0.0976 6.4197 -7.0764
H: 0.0409 5.7114 -5.0871
H: 0.5578 4.3838 -3.0983
I: -1.2079 -4.7518 2.4822
C: -1.1575 -4.5490 0.4231
C: -1.6634 -5.4791 -0.4795
C: -1.5933 -5.2496 -1.8396
I: -2.3165 -6.7461 -3.0899
C: -1.0744 -4.0496 -2.3823
C: -0.9396 -3.7324 -3.7337
C: -0.4213 -2.5124 -4.1052
C: -0.1191 -1.5857 -3.1041
N: -0.2395 -1.8421 -1.8061
C: -0.6701 -3.0606 -1.4440
C: -0.6852 -3.3383 -0.0369
O: -0.2693 -2.4089 0.7635
H: -2.0972 -6.4044 -0.1299
H: -1.2230 -4.4639 -4.4752
H: -0.2785 -2.2458 -5.1511
H: 0.2734 -0.6096 -3.3705
F: 1.9565 -1.8220 -0.6503
C: -4.8463 -4.0393 -4.2365
O: -4.4486 -3.8124 -2.8949
C: -4.0297 -2.5978 -2.4750
S: -3.7938 -1.4170 -3.6444
S: -3.7846 -2.5501 -0.8108
H: -5.2406 -5.0634 -4.2344
H: -4.0086 -3.9314 -4.9300
H: -5.6211 -3.3425 -4.5205

---

[2]
Formula: C59H48F3N4O2OsP2
Source: OMol25
Level of theory: ωB97M-V/def2-TZVPD

Calculated values
2S+1: 5
E_tot: -3718.71824 a.u.
<S²>: 6.092
orbital gap (alpha / beta): 6.13 / 4.00 eV
molar mass: 1154.2 g mol⁻¹
charge: +3

Positions of all 119 atoms, in Å:
Os: -0.3205 0.2447 0.0417
C: -3.5699 5.1474 2.7098
C: -3.9905 3.9019 2.2616
C: -3.0612 2.9393 1.9190
C: -1.6985 3.2361 2.0043
C: -1.2753 4.4913 2.4321
C: -2.2175 5.4384 2.7962
P: -0.4939 1.8933 1.7642
C: 1.1265 2.6791 2.0033
C: 1.7721 2.7300 3.2336
C: 2.9883 3.3822 3.3385
C: 3.5615 3.9736 2.2229
C: 2.9247 3.9136 0.9934
C: 1.7122 3.2594 0.8771
C: -0.8138 0.8883 3.2365
C: -1.0762 1.3964 4.4907
C: -1.2301 0.5144 5.5669
C: -1.1280 -0.8425 5.3728
C: -0.9125 -1.3862 4.0894
C: -0.8096 -2.7712 3.8448
C: -0.5715 -3.2325 2.5749
C: -0.4346 -2.3527 1.4929
C: -0.5416 -0.9878 1.6738
C: -0.7682 -0.4987 2.9881
H: -4.2985 5.8873 3.0025
H: -5.0425 3.6775 2.1990
H: -3.3811 1.9521 1.6049
H: -0.2215 4.7214 2.4996
H: -1.8878 6.4000 3.1593
H: 1.3275 2.2676 4.1026
H: 3.4859 3.4318 4.2941
H: 4.5069 4.4843 2.3161
H: 3.3756 4.3771 0.1307
H: 1.2016 3.1971 -0.0773
H: -1.1665 2.4632 4.6415
H: -1.4242 0.9144 6.5490
H: -1.2148 -1.5197 6.2084
H: -0.9155 -3.4632 4.6656
H: -0.4837 -4.2923 2.4021
H: -0.2510 -2.7595 0.5067
N: 0.7426 0.9360 -2.9800
P: 1.1593 -0.3555 -1.9570
C: 0.8764 -1.8069 -3.0393
C: 0.3648 -1.7056 -4.3304
C: 0.3690 -2.8180 -5.1577
C: 0.8653 -4.0309 -4.7046
C: 1.3160 -4.1460 -3.3973
C: 1.3194 -3.0416 -2.5672
C: 2.9796 -0.3623 -2.0757
C: 3.6842 0.3316 -3.0537
C: 5.0423 0.1130 -3.2018
C: 5.7021 -0.7919 -2.3877
C: 5.0062 -1.4618 -1.3922
C: 3.6522 -1.2429 -1.2308
C: -0.1877 1.9034 -2.7146
C: -0.4810 2.8847 -3.6727
C: -1.4539 3.8210 -3.4103
C: -2.1299 3.7590 -2.1938
C: -1.7559 2.7948 -1.2900
N: -0.8005 1.8811 -1.5247
H: 1.1711 0.9747 -3.8995
H: -0.0388 -0.7748 -4.7064
H: -0.0092 -2.7347 -6.1655
H: 0.9030 -4.8809 -5.3683
H: 1.6864 -5.0909 -3.0311
H: 1.6893 -3.1290 -1.5547
H: 3.1974 1.0414 -3.7058
H: 5.5833 0.6501 -3.9644
H: 6.7557 -0.9701 -2.5241
H: 5.5196 -2.1550 -0.7458
H: 3.1042 -1.7473 -0.4437
H: 0.0610 2.8937 -4.6042
H: -1.6901 4.5874 -4.1316
H: -2.9146 4.4530 -1.9437
H: -2.2331 2.7480 -0.3226
F: 5.9856 -1.0753 4.5482
C: 5.8325 0.0366 3.8334
F: 6.9274 0.1970 3.0918
F: 5.7696 1.0675 4.6881
C: 4.5871 -0.0134 2.9687
C: 4.5015 0.7575 1.8175
C: 3.3369 0.6968 1.0691
N: 2.2891 -0.0495 1.4027
C: 2.3946 -0.8021 2.4930
C: 3.5122 -0.8206 3.3110
H: 5.3219 1.3841 1.5089
H: 3.2488 1.2744 0.1614
H: 1.5539 -1.4332 2.7286
H: 3.5373 -1.4610 4.1787
C: -0.1234 -7.3071 -0.0014
O: -0.6716 -6.1119 -0.5416
C: -1.7398 -5.5236 0.0300
C: -2.3107 -5.8846 1.2490
C: -3.4029 -5.1902 1.7307
C: -3.9408 -4.1278 1.0125
C: -3.3898 -3.7433 -0.1918
C: -2.2950 -4.4361 -0.7065
N: -1.7830 -4.2626 -1.9884
C: -2.0411 -3.4240 -2.9649
C: -2.6860 -2.1617 -2.9486
C: -3.4488 -1.8052 -4.0791
C: -4.1872 -0.6473 -4.1123
C: -4.1702 0.2210 -3.0110
C: -3.3626 -0.0398 -1.9378
C: -2.5304 -1.1893 -1.8879
O: -1.6178 -1.3238 -1.0047
H: 0.8132 -7.4568 -0.5323
H: -0.7870 -8.1532 -0.1875
H: 0.0749 -7.2254 1.0670
H: -1.9163 -6.7155 1.8135
H: -3.8495 -5.4820 2.6679
H: -4.8051 -3.6104 1.3903
H: -3.8399 -2.9412 -0.7541
H: -1.1670 -5.0426 -2.2309
H: -1.7273 -3.7755 -3.9449
H: -3.4946 -2.4963 -4.9075
H: -4.7982 -0.4079 -4.9666
H: -4.7885 1.1061 -3.0236
H: -3.3090 0.6230 -1.0832

---

[3]
Formula: C59H51AsN7OPdS4
Source: OMol25
Level of theory: ωB97M-V/def2-TZVPD

Calculated values
E_tot: -6693.46276 a.u.
ΔE to the lowest compared entry with this formula, charge and spin: 0.00 kJ/mol
orbital gap: 6.44 eV
molar mass: 1183.7 g mol⁻¹
charge: +1

Positions of all 124 atoms, in Å:
Pd: -0.8882 0.2335 1.4950
S: -0.8677 0.3174 3.7912
C: -2.1354 -0.7482 4.4022
C: -2.4397 -0.6807 5.7647
C: -3.4538 -1.4597 6.3016
C: -4.1818 -2.3243 5.4943
C: -3.8692 -2.4140 4.1463
C: -2.8464 -1.6410 3.6075
As: -2.2493 -1.7765 1.7779
C: -3.5030 -3.0012 0.9754
C: -4.7765 -2.5205 0.6724
C: -5.7049 -3.3608 0.0779
C: -5.3574 -4.6704 -0.2310
C: -4.0828 -5.1389 0.0576
C: -3.1471 -4.3025 0.6540
C: -0.7332 -3.0147 2.0782
C: -0.7389 -3.9393 3.1185
C: 0.3755 -4.7339 3.3677
C: 1.5086 -4.6163 2.5737
C: 1.5185 -3.7093 1.5220
C: 0.4060 -2.9120 1.2785
H: -1.8791 0.0037 6.3922
H: -3.6866 -1.3799 7.3584
H: -4.9798 -2.9285 5.9092
H: -4.4125 -3.1019 3.5090
H: -5.0315 -1.4949 0.9134
H: -6.6984 -2.9953 -0.1486
H: -6.0802 -5.3259 -0.7018
H: -3.8123 -6.1599 -0.1802
H: -2.1554 -4.6699 0.8787
H: -1.6121 -4.0299 3.7514
H: 0.3557 -5.4444 4.1866
H: 2.3841 -5.2233 2.7818
H: 2.4031 -3.6054 0.9001
H: 0.4201 -2.2016 0.4661
N: -0.8336 -0.0383 -0.5914
S: -0.5857 0.3953 -1.9373
N: 0.8666 1.1418 -2.3762
S: 2.2573 0.6325 -1.9796
N: 2.5775 0.1272 -0.5582
S: 2.2983 0.9544 0.8603
N: 0.9585 1.3362 1.2758
C: 3.3211 2.4241 0.8182
C: 4.4805 2.5530 1.5670
C: 5.1121 3.7906 1.6220
C: 4.5877 4.8750 0.9366
C: 3.4190 4.7336 0.1938
C: 2.7712 3.5115 0.1447
C: 3.1895 -0.2032 1.8660
C: 2.5911 -0.5323 3.0685
C: 3.2418 -1.4240 3.9116
C: 4.4709 -1.9553 3.5477
C: 5.0588 -1.6154 2.3303
C: 4.4149 -0.7380 1.4748
C: 3.3129 1.9505 -2.5262
C: 2.8023 2.9846 -3.2894
C: 3.6607 3.9986 -3.6891
C: 4.9974 3.9664 -3.3200
C: 5.4971 2.9104 -2.5634
C: 4.6536 1.8876 -2.1640
C: 2.8240 -0.7131 -2.9838
C: 2.4843 -0.6737 -4.3285
C: 2.9303 -1.6928 -5.1520
C: 3.7029 -2.7236 -4.6260
C: 4.0378 -2.7401 -3.2786
C: 3.5987 -1.7239 -2.4405
C: -0.7272 -0.9800 -3.0680
C: -0.0048 -2.1137 -2.7136
C: -0.1072 -3.2528 -3.4928
C: -0.9516 -3.2645 -4.5991
C: -1.7056 -2.1444 -4.9140
C: -1.5994 -0.9890 -4.1471
C: -1.6039 1.6903 -2.6240
C: -2.5858 2.1575 -1.7715
C: -3.3775 3.2228 -2.1845
C: -3.1834 3.7848 -3.4370
C: -2.1965 3.2946 -4.2909
C: -1.3873 2.2467 -3.8843
H: 4.8903 1.7123 2.1084
H: 6.0116 3.9059 2.2147
H: 5.0840 5.8361 0.9883
H: 3.0053 5.5820 -0.3395
H: 1.8389 3.3947 -0.4006
H: 1.6213 -0.1177 3.3237
H: 2.7799 -1.7005 4.8517
H: 4.9778 -2.6471 4.2102
H: 6.0172 -2.0362 2.0509
H: 4.8499 -0.4790 0.5161
H: 1.7486 2.9962 -3.5466
H: 3.2806 4.8197 -4.2851
H: 5.6572 4.7718 -3.6203
H: 6.5435 2.8844 -2.2854
H: 5.0198 1.0532 -1.5759
H: 1.8691 0.1336 -4.7117
H: 2.6739 -1.6872 -6.2042
H: 4.0437 -3.5235 -5.2738
H: 4.6399 -3.5462 -2.8774
H: 3.8247 -1.7183 -1.3798
H: 0.6017 -2.1092 -1.8152
H: 0.4618 -4.1372 -3.2291
H: -1.0370 -4.1599 -5.2042
H: -2.3951 -2.1686 -5.7493
H: -2.1996 -0.1224 -4.3842
H: -2.7003 1.6849 -0.8009
H: -4.1429 3.6129 -1.5232
H: -3.8016 4.6153 -3.7576
H: -2.0578 3.7362 -5.2700
H: -0.5990 1.8679 -4.5236
C: -6.1598 2.5005 1.7890
N: -4.7484 2.8843 1.8028
C: -4.3578 4.1498 2.0726
C: -3.0611 4.5034 2.0583
C: -2.1142 3.4820 1.7267
N: -2.4744 2.2276 1.4914
C: -3.7973 1.8701 1.5583
O: -4.2250 0.7343 1.3935
N: -0.8126 3.7934 1.6255
H: -6.7699 3.4003 1.7939
H: -6.4010 1.8866 2.6543
H: -6.3682 1.9174 0.8977
H: -5.1473 4.8555 2.2977
H: -2.7522 5.5144 2.2882
H: -0.4987 4.6984 1.9205
H: -0.1369 3.0471 1.4948

---

[4]
Formula: C59H54N5O3PRbSTe
Source: OMol25
Level of theory: ωB97M-V/def2-TZVPD

Calculated values
2S+1: 2
E_tot: -3811.45388 a.u.
<S²>: 1.820
ΔE to the lowest compared entry with this formula, charge and spin: 344.59 kJ/mol
orbital gap (alpha / beta): 3.16 / 3.83 eV
molar mass: 1157.2 g mol⁻¹
charge: -2

Positions of all 125 atoms, in Å:
Rb: -0.1378 2.3879 0.5257
C: 6.4843 -0.9622 5.1631
C: 6.9528 -0.3481 4.0205
C: 6.4415 -0.7015 2.7517
C: 5.3501 -1.6237 2.7278
C: 4.9211 -2.2706 3.9040
C: 5.4449 -1.8992 5.1133
P: 4.3831 -1.6894 1.2256
C: 3.1373 -2.9116 1.4472
C: 1.9285 -2.5011 1.9834
C: 0.9855 -3.3640 2.3711
C: 1.2716 -4.7502 2.2665
C: 2.4205 -5.1605 1.6383
C: 3.4346 -4.3315 1.1682
C: 5.5596 -2.3059 -0.0245
C: 6.5687 -3.3016 -0.0981
C: 7.5029 -3.2630 -1.1358
C: 7.5221 -2.2178 -2.1073
C: 6.6464 -1.1080 -1.9209
C: 6.5727 0.0704 -2.7358
C: 5.5611 0.9746 -2.5864
C: 4.5939 0.8284 -1.5522
C: 4.5998 -0.2305 -0.6686
C: 5.5925 -1.2168 -0.9541
H: 6.9938 -0.7512 6.1142
H: 7.6984 0.4358 4.1524
H: 6.7872 -0.2633 1.8106
H: 4.0892 -2.9773 3.8015
H: 5.0668 -2.3113 6.0297
H: 1.6938 -1.2454 2.2036
H: 0.0379 -3.0398 2.7580
H: 0.6078 -5.5374 2.5670
H: 2.5548 -6.2621 1.5407
H: 4.3769 -4.6483 0.7324
H: 6.6307 -4.0899 0.6598
H: 8.3380 -3.9592 -1.2160
H: 8.0509 -2.2749 -3.0415
H: 7.2604 0.1912 -3.5875
H: 5.4519 1.8146 -3.2529
H: 3.8114 1.5630 -1.3814
S: 2.7619 7.7518 6.4713
N: 1.2530 7.2817 6.1270
C: 1.2848 6.3500 5.1671
C: 0.2164 5.5188 4.5809
C: -1.1471 5.6372 4.9757
C: -2.0190 4.7687 4.3344
C: -1.5649 4.0133 3.2694
N: -0.2848 3.8244 2.9875
C: 0.6201 4.6841 3.5035
C: 1.9570 4.6356 3.0109
N: 2.1551 4.0371 1.8231
C: 3.4107 3.9553 1.4533
C: 4.5963 4.1469 2.1871
C: 4.3752 4.8927 3.3052
C: 3.0436 5.2599 3.6760
C: 2.6629 6.2691 4.6381
N: 3.4952 6.9255 5.4011
H: -1.5017 6.2947 5.7468
H: -3.0893 4.7484 4.5983
H: -2.2579 3.3316 2.6939
H: 3.4450 3.5673 0.4054
H: 5.5775 3.7011 1.9222
H: 5.2296 5.2958 3.9095
O: 2.7298 -3.2395 -8.1107
H: 2.7105 -3.3634 -9.0857
H: 3.5771 -3.5798 -7.7673
O: 1.0975 2.9258 -1.9295
H: 0.4701 2.1217 -2.0479
H: 1.1009 3.2587 -2.8336
H: 1.2628 -0.5037 2.5597
C: -5.0488 1.2717 4.5368
C: -5.4205 0.9005 3.0736
C: -5.1938 -0.4056 2.5601
C: -5.0579 -0.6680 1.2093
C: -4.4733 -2.0187 0.7388
C: -5.2359 0.3467 0.2310
Te: -4.8065 0.1556 -1.9934
N: -2.9494 0.9201 -1.8646
C: -1.8313 1.0659 -2.5424
O: -0.7142 1.0973 -1.9588
C: -1.7972 1.1419 -4.0616
C: -2.9220 1.5948 -4.8129
C: -2.8434 1.5954 -6.1901
C: -1.7286 0.9972 -6.8680
C: -0.5843 0.8004 -6.1355
C: -0.6360 0.8921 -4.7427
C: -4.9854 -2.0161 -2.5030
C: -6.2883 -2.5362 -2.5185
C: -7.4048 -2.2145 -1.5483
C: -6.5527 -3.6633 -3.3639
C: -5.5300 -4.3532 -4.0453
C: -5.7061 -5.6787 -4.7105
C: -4.2399 -3.8175 -3.9199
C: -3.9964 -2.7062 -3.1604
C: -2.5523 -2.2585 -3.0648
C: -5.6804 1.5896 0.7690
C: -6.0884 2.7154 -0.2095
C: -5.7952 1.8330 2.1230
H: -4.1811 0.6685 4.9330
H: -5.9074 1.1256 5.2168
H: -4.7726 2.3502 4.5546
H: -5.0519 -1.2231 3.2452
H: -4.3246 -2.6992 1.5809
H: -3.5708 -1.7932 0.1745
H: -5.2046 -2.4937 0.0517
H: -3.8397 1.8318 -4.2693
H: -3.6564 1.9968 -6.8451
H: -1.7083 0.6923 -7.9034
H: 0.3223 0.5609 -6.6841
H: 0.2748 0.7740 -4.1623
H: -7.7763 -1.2122 -1.8381
H: -7.1972 -2.0615 -0.4635
H: -8.2206 -2.9837 -1.6121
H: -7.5412 -4.0646 -3.3575
H: -5.6350 -5.6411 -5.8156
H: -6.6713 -6.1458 -4.4702
H: -4.9577 -6.4482 -4.3987
H: -3.4422 -4.3159 -4.4799
H: -2.1224 -2.1293 -4.0668
H: -1.9782 -3.0258 -2.5311
H: -2.4338 -1.3672 -2.4319
H: -5.1766 3.0749 -0.6903
H: -6.5527 3.5711 0.2878
H: -6.7973 2.3337 -0.9320
H: -6.1701 2.7851 2.4938